DFT (ωB97M-V/def2-TZVPD) results for C44H59BrClN5O7SeV as an isolated structure at a distorted geometry.

CARTESIAN COORDINATES (ANGSTROEM)
C: -0.761 2.485 4.892
H: -2.694 3.304 5.394
C: -0.797 1.517 6.083
H: 4.566 -0.767 4.640
Cl: 2.142 -2.370 -3.134
H: -4.296 3.446 -4.678
H: -5.463 0.028 1.439
N: 10.684 3.364 -3.365
C: -0.027 1.832 3.720
O: 3.008 -1.648 -4.022
C: -1.078 -2.153 0.093
H: 3.813 2.167 4.596
C: -2.998 2.792 -2.573
H: -1.622 1.945 2.266
C: 2.026 1.347 -3.487
H: -2.884 2.441 -6.426
H: -3.128 0.077 -7.042
H: -0.561 4.272 6.127
H: -1.357 -1.256 -6.098
H: 4.420 0.638 1.235
C: 8.174 2.727 -3.257
C: -2.843 -0.767 1.079
O: -1.668 0.462 -2.998
H: 5.297 1.568 3.842
C: -0.033 3.772 5.307
C: 0.093 1.018 1.456
Se: -0.759 0.748 -0.264
C: 7.495 2.762 -2.041
C: -1.679 -0.879 0.362
H: -5.128 1.908 -4.429
H: -6.672 -0.769 2.457
C: -2.697 -5.441 -0.581
C: -3.521 0.424 -6.082
H: -3.880 0.037 3.479
C: -5.291 -3.061 2.955
C: 1.297 1.432 3.858
H: -2.771 1.965 4.241
C: -3.000 -3.127 1.192
H: 2.994 -0.188 5.220
H: -4.466 -0.117 -5.908
H: 3.064 -1.471 4.009
H: 5.615 2.464 -1.051
H: -5.118 -0.797 4.436
H: 3.903 -0.990 1.643
O: 0.127 -2.216 -0.367
H: -1.296 0.588 5.798
C: 3.516 0.492 3.207
H: -2.416 -6.436 -0.941
C: -2.201 2.850 4.530
C: 4.234 1.771 3.670
C: -0.994 -5.503 1.258
H: 1.781 1.609 4.815
H: 5.350 -0.301 2.421
H: -3.237 0.230 1.264
H: 4.095 0.605 -1.169
H: -1.772 -5.536 2.025
C: -1.469 -4.735 0.016
H: 0.030 4.458 4.460
C: 7.506 2.347 -4.418
C: 3.566 0.960 -2.039
H: -3.086 -4.867 -1.425
C: 4.341 -0.083 2.050
C: -4.712 -1.722 2.500
H: -6.177 -1.498 0.915
O: 0.823 -1.704 -3.065
O: 2.680 -2.324 -1.764
V: 1.168 -0.640 -1.110
N: -3.119 2.007 -3.791
H: -0.232 -5.856 -1.343
H: -5.651 -3.649 2.107
H: 0.985 3.559 5.639
H: -3.485 -1.482 4.275
H: -2.233 3.561 3.703
N: 4.161 1.610 -3.080
H: -0.719 -6.531 0.997
C: -3.508 -1.895 1.575
H: 8.038 2.321 -5.359
O: 2.050 -0.006 0.613
N: -2.553 0.109 -5.059
H: -0.118 -5.010 1.684
H: -1.337 1.960 6.928
H: -4.588 2.142 -6.826
H: -3.504 -5.564 0.143
C: 6.161 2.407 -1.983
C: -4.276 -0.942 3.750
C: -1.904 -1.183 -5.154
H: -6.136 -2.887 3.629
C: -0.610 1.622 2.473
O: 1.968 -3.710 -3.591
H: 5.651 1.670 -5.253
H: -3.523 -4.022 1.509
C: 5.498 2.009 -3.143
H: 0.586 -4.431 -0.672
C: -0.361 -4.809 -1.043
H: -3.840 2.610 -1.894
H: 4.145 2.546 2.906
C: 9.571 3.080 -3.316
H: -1.204 -1.298 -4.332
C: -1.848 -3.300 0.419
C: 3.536 -0.544 4.342
C: 3.161 1.851 -4.018
C: -2.412 0.833 -3.886
H: -2.072 2.547 -2.057
N: 2.299 0.788 -2.258
C: -3.790 1.915 -6.117
C: -4.167 2.362 -4.718
H: -0.612 -4.224 -1.929
C: -5.824 -0.941 1.786
Br: 0.449 3.597 -0.975
C: 2.055 0.834 2.856
H: -2.637 -1.997 -5.112
C: 1.437 0.580 1.599
H: -2.968 3.852 -2.833
H: 1.021 1.352 -3.872
H: 3.355 2.378 -4.935
C: 6.173 1.991 -4.362
H: 8.010 3.083 -1.146
H: -4.546 -3.654 3.491
H: 0.211 1.266 6.416

The net charge is -2. As for the HOMO energy (alpha / beta): -1.09 / -1.90 eV. As for the orbital gap (alpha / beta): 4.70 / 5.50 eV. Its spin multiplicity is 4.

DFT (ωB97M-V/def2-TZVPD) results for one molecule with the formula CH2ClFO2 at a distorted geometry.

CARTESIAN COORDINATES (ANGSTROEM)
O: 1.023 0.185 0.610
C: -0.030 0.066 -0.250
O: -1.000 -0.785 0.225
H: -0.641 -1.712 0.535
H: 0.841 1.044 1.108
F: 0.514 -0.379 -1.457
Cl: -0.708 1.581 -0.770

The net charge is 0. As for the HOMO energy: -11.72 eV. Its SMILES is OC(O)(F)Cl. As for the orbital gap: 12.21 eV.

DFT (ωB97M-V/def2-TZVPD) results for one molecule with the formula C4H3N3O2 at a distorted geometry.

CARTESIAN COORDINATES (ANGSTROEM)
O: -1.411 -0.593 0.315
H: -0.002 -0.053 -2.919
O: -1.737 -1.090 -2.267
N: 0.662 0.636 -0.452
C: 1.113 0.647 0.928
N: 1.687 1.713 1.370
C: -0.323 -0.112 -0.648
N: 0.715 -0.465 1.729
C: -0.515 -0.984 1.497
H: 1.569 2.581 0.546
C: -0.759 -0.413 -2.123
H: -1.000 -1.868 2.024

The net charge is 0. As for the HOMO energy: -10.41 eV. Its SMILES is [H]/N=c1/ncoc(C=O)n1. As for the orbital gap: 9.44 eV.

DFT (ωB97M-V/def2-TZVPD) results for C4H2Li2O2 as an isolated structure at a distorted geometry.

CARTESIAN COORDINATES (ANGSTROEM)
H: 1.537 -0.473 -0.563
O: 2.482 2.459 0.492
C: 1.128 0.449 -0.101
C: -0.599 -1.530 0.065
C: 1.839 1.509 0.223
O: -2.691 -0.983 -1.092
Li: -0.842 0.851 -0.370
C: -1.668 -1.513 -0.540
Li: -1.253 0.809 0.986
H: 0.068 -1.577 0.899

The net charge is 0. As for the HOMO energy: -8.01 eV. As for the orbital gap: 5.79 eV.

DFT (ωB97M-V/def2-TZVPD) results for one molecule with the formula CH2BrP at a distorted geometry.

CARTESIAN COORDINATES (ANGSTROEM)
Br: -2.209 -0.368 0.041
H: 1.826 0.633 -0.039
C: -0.352 -0.297 0.049
P: 0.587 1.282 -0.102
H: 0.148 -1.250 0.051

The net charge is 0. As for the HOMO energy: -8.96 eV. Its SMILES is [H]/P=C/Br. As for the orbital gap: 8.36 eV.

Q: Which relative energy (zero: lowest compared OMol25 entry of this formula, charge and spin) values were calculated for the entries above? A: 0.0; 58.9; 272.4; 606.3; 104.8, in kJ/mol.